# C26H48CrO2P2

A structure of composition C26H48CrO2P2 at a distorted geometry (wB97M-V/def2-TZVPD, OMol25).

Results
**F_max**: 3.683 eV/A
**Net charge**: +1
**HOMO level (spin up / spin down)**: -0.388 / -0.390 Eh
**Relative energy (zero: lowest compared OMol25 entry of this formula, charge and spin)**: 0.00 kJ/mol
**Multiplicity**: 4
**LUMO (spin up / spin down)**: -3.862 / -3.726 eV

Structure (XYZ):
```
79
Properties=species:S:1:pos:R:3:forces:R:3
Cr -0.19283 0.22129 0.93284 1.4 -0.6 1.8
C 1.36308 -2.33443 0.30131 -0.6 0.2 -0.2
C 0.36634 -2.35897 1.45603 -0.6 0.1 -0.7
C -0.64935 -1.53132 -0.57576 -0.7 -2.2 1.8
C 0.76178 -1.79692 -0.81594 0.4 0.4 0.5
C -0.94673 -1.87896 0.78346 0.5 -0.6 -2.3
C 2.81979 -2.61508 0.42273 0.5 0.0 0.0
H 3.17153 -2.55828 1.46166 -0.2 -0.1 -0.2
H 3.39542 -1.87238 -0.15681 -0.2 -0.4 0.2
H 3.06698 -3.61090 0.01744 -0.1 0.3 0.2
C 1.41846 -1.50739 -2.12300 0.2 0.3 -0.4
H 2.50879 -1.61573 -2.09420 -0.3 0.0 0.0
H 1.21554 -0.47145 -2.42719 0.1 -0.2 0.0
H 1.03969 -2.13092 -2.94587 0.0 0.0 0.3
C -1.64711 -1.49798 -1.69435 -0.2 0.5 0.0
H -1.54209 -2.41371 -2.30076 0.1 0.2 0.3
H -1.52646 -0.64260 -2.37230 0.0 -0.2 0.2
H -2.67032 -1.46504 -1.30726 0.2 0.1 -0.2
C -2.32958 -2.24417 1.25179 -0.3 0.3 0.3
H -2.30289 -2.92724 2.10903 0.1 0.2 -0.2
H -2.92668 -2.73167 0.46244 0.4 0.2 0.2
H -2.88548 -1.34850 1.55816 0.0 -0.2 0.0
C 0.21726 -3.53783 2.41503 -0.2 0.0 -0.1
H -0.21798 -4.39267 1.87063 0.1 0.3 0.4
H -0.40806 -3.22558 3.26891 0.1 -0.2 -0.4
H 1.16819 -3.82204 2.86511 0.1 0.0 -0.3
C 0.95180 2.06787 1.35749 1.3 1.3 0.6
C 1.80022 1.41707 2.23647 -0.4 1.4 -0.3
C 1.43028 1.43646 3.70782 1.1 0.7 -0.1
C 0.02314 1.08474 3.92088 -0.1 1.2 2.3
C -0.89683 0.55842 2.98823 -2.6 -0.6 -2.6
C -1.63505 1.33288 1.94743 0.9 -1.1 1.5
C -1.42189 2.82530 1.94765 -0.5 0.3 -0.3
C 0.05402 3.19706 1.92252 0.0 0.0 -0.1
H 1.59327 2.45696 4.13624 0.1 -0.4 -0.5
H -0.37264 1.42161 4.92107 0.2 -0.7 -0.9
H 2.11093 0.82191 4.32547 -0.3 0.0 -0.4
H 0.34546 3.51078 2.93798 0.2 -0.4 -0.5
H 1.26293 2.23086 0.30398 0.1 -0.3 0.5
H 2.81984 1.10819 1.95632 -0.8 -0.5 -0.1
H 0.22089 4.09334 1.30635 -0.1 -0.3 0.0
H -1.91864 3.27869 1.08554 -0.1 -0.1 0.1
H -2.66212 0.99635 1.75910 0.3 0.0 0.0
H -1.88300 3.25565 2.84883 -0.1 0.0 -0.2
H 0.15984 -0.51630 4.99491 -0.5 -1.2 -0.1
H -1.39907 -0.39857 3.27262 0.2 0.8 0.1
P 3.90571 0.98669 -3.60300 0.3 0.2 -0.2
C 5.12125 0.16669 -4.72414 -0.2 -0.2 0.1
H 5.93989 0.85343 -4.98320 -0.2 -0.2 0.0
H 4.59975 -0.16817 -5.63112 0.2 0.1 0.2
H 5.52161 -0.72054 -4.21572 0.0 0.2 -0.2
C 3.49693 2.43186 -4.67037 -0.2 -0.1 0.1
H 4.41267 2.91336 -5.04051 -0.3 0.0 0.0
H 2.90056 3.14405 -4.08503 0.2 -0.1 -0.2
H 2.88494 2.08592 -5.51397 0.2 0.2 0.1
C 5.09848 1.81396 -2.46785 -0.1 -0.1 0.1
H 5.85937 2.36463 -3.03896 -0.1 -0.1 0.3
H 5.57422 1.04935 -1.83930 0.0 0.3 -0.1
H 4.54034 2.49647 -1.81282 0.3 -0.1 -0.1
P -4.36625 0.54164 -2.93045 -0.5 0.1 -0.2
C -5.89019 -0.35878 -2.40956 0.2 -0.1 0.1
H -6.78219 0.09683 -2.86179 0.1 -0.2 0.2
H -5.96443 -0.33050 -1.31455 -0.1 0.0 -0.2
H -5.80333 -1.40827 -2.72049 -0.1 0.2 0.1
C -4.91466 2.25400 -2.53118 0.2 0.0 0.1
H -5.88502 2.47136 -3.00072 0.3 0.1 0.2
H -4.15154 2.95666 -2.89223 -0.3 -0.1 0.1
H -4.98328 2.35561 -1.43930 -0.1 0.1 -0.3
C -4.68837 0.56278 -4.74637 0.3 0.0 0.0
H -5.62459 1.09398 -4.96963 0.2 -0.2 0.0
H -4.73359 -0.47151 -5.11391 0.0 0.3 0.0
H -3.84671 1.06403 -5.24278 -0.3 -0.1 0.0
C 0.47455 -1.58200 6.55006 0.6 -0.6 -0.3
O -0.14657 -1.41464 5.27816 0.1 1.5 0.1
C 0.92575 -1.11005 2.14903 0.2 1.2 -0.1
O 1.77740 -1.10826 2.99042 -0.3 -0.6 -0.3
H 1.51975 -1.91188 6.33155 -0.7 -0.1 0.8
H -0.13316 -2.31130 7.09106 0.5 -0.1 0.0
H 0.51008 -0.67620 7.16863 -0.1 0.0 -0.3
```
Forces are in eV/Å.